Here is one molecule with the formula C5H10S2 from the OMol25 dataset. Energies are from ωB97M-V with the def2-TZVPD basis set.

Geometry as XYZ:
```
17
Properties=species:S:1:pos:R:3:forces:R:3
C 0.594601 0.575780 0.210065 2.025 1.680 -0.227
C -0.466624 -0.019571 0.928973 0.603 -3.765 2.657
C 1.246406 -0.577596 -0.518446 -0.982 -1.829 0.636
C 0.196582 1.586131 -0.766591 -1.695 3.354 -2.501
C -1.771104 -0.283054 0.340573 -0.856 1.780 0.559
S 2.548255 -1.527648 0.196647 -2.737 -2.579 -0.856
S -2.098051 -1.916514 -0.278111 0.251 -1.382 -0.974
H 1.246281 1.142566 0.918333 0.148 -0.893 -0.473
H -0.059996 -0.782729 1.720722 -1.143 1.515 -1.143
H 0.477519 -1.253478 -1.012267 1.194 0.974 0.252
H -0.462365 1.305279 -1.685715 1.171 -0.013 1.710
H 1.085624 2.082773 -1.191414 -0.229 -0.365 0.006
H -0.351070 2.452098 -0.261905 0.410 -1.096 -0.472
H -1.925976 0.557755 -0.374766 -0.444 -1.102 0.077
H -2.551481 -0.241298 1.098618 0.093 0.742 0.261
H 3.338024 -0.593935 0.349592 2.424 2.919 0.600
H -1.046627 -2.506555 0.325700 -0.234 0.063 -0.112
```
Forces are in eV/Å.

Results
Max |F| in eV/Å: 4.648
Highest occupied orbital energy (alpha / beta) in eV: -7.9 / -8.0
Electronic energy in eV: -27013.5171
Relative energy (zero: lowest compared OMol25 entry of this formula, charge and spin) in kcal/mol: 84.62

Results of the natural (NBO) charge analysis, in e, for atoms 1 through 6: -0.411, -0.060, -0.308, -0.606, -0.635, 0.066